(1)
Here is 2 unconnected molecules or ions with the total composition CHCl4P in a non-equilibrium geometry from the Open Molecules 2025 dataset. Energies are from ωB97M-V/def2-TZVPD.

```
7
Properties=species:S:1:pos:R:3:mulliken_charge:R:1
C 2.44753 0.24791 -0.00962 0.109
P 0.40306 1.16604 -1.23448 0.310
Cl 2.58151 -1.46816 -0.66784 -0.155
Cl 3.89063 1.03575 -0.49303 -0.112
Cl 2.19498 0.45330 1.66098 -0.082
Cl -0.40717 1.79750 0.48252 -0.149
H -0.10602 -0.01454 -1.16886 0.079
```

- Frontier orbital gap: 8.119 eV
- DFT total energy: -2220.75919 hartree
- HOMO energy: -0.3379 hartree
- Relative energy (zero: lowest compared OMol25 entry of this formula, charge and spin): 145.75 kJ/mol
- Strongest force on any atom: 4.60 eV/A

***

(2)
Here is 2 unconnected molecules or ions with the total composition CHClF2N2 in a non-equilibrium geometry from the Open Molecules 2025 dataset. Energies are from ωB97M-V/def2-TZVPD.

```
7
Properties=species:S:1:pos:R:3:mulliken_charge:R:1
C -0.24778 1.28175 0.03351 0.318
N 0.94200 1.51109 0.05320 -0.481
N -0.66411 -1.73314 -0.36469 0.170
F -0.66015 -2.26386 0.89366 -0.097
F 0.68253 -1.52173 -0.61885 -0.114
Cl -1.69459 1.94236 -0.14295 -0.099
H 1.64210 0.78353 0.14612 0.302
```

- Frontier orbital gap (alpha / beta): 11.231 / 6.561 eV
- DFT total energy: -807.88739 hartree
- HOMO energy (alpha / beta): -0.4121 / -0.2794 hartree
- Relative energy (zero: lowest compared OMol25 entry of this formula, charge and spin): 253.10 kJ/mol
- Strongest force on any atom: 3.42 eV/A

***

(3)
Here is 2 unconnected molecules or ions with the total composition CHClFO2S2 in a non-equilibrium geometry from the Open Molecules 2025 dataset. Energies are from ωB97M-V/def2-TZVPD.

```
8
Properties=species:S:1:pos:R:3:mulliken_charge:R:1
C -0.22859 0.83574 -0.25282 -0.038
O -3.40299 -1.67696 -1.05813 -0.543
O -3.27543 -0.96031 1.36193 -0.513
F 0.19225 0.92917 -1.55952 -0.232
S -4.29202 1.06407 -0.28025 -0.504
S -3.17410 -0.63443 -0.05334 0.584
Cl -0.11561 2.30328 0.49881 -0.129
H 0.03361 -0.07988 0.13240 0.375
```

- Total charge: -1
- Frontier orbital gap (alpha / beta): 6.751 / 6.636 eV
- DFT total energy: -1545.57669 hartree
- HOMO energy (alpha / beta): -0.1310 / -0.1469 hartree
- Expectation value of S²: 2.011
- Relative energy (zero: lowest compared OMol25 entry of this formula, charge and spin): 0.00 kJ/mol
- Spin multiplicity: 3
- Strongest force on any atom: 3.24 eV/A

***

(4)
Here is 2 unconnected molecules or ions with the total composition CHClFO3 in a non-equilibrium geometry from the Open Molecules 2025 dataset. Energies are from ωB97M-V/def2-TZVPD.

```
7
Properties=species:S:1:pos:R:3:mulliken_charge:R:1
C 0.18467 -0.82725 -0.17870 0.425
O 2.79597 1.34650 2.36560 -0.119
O 1.91075 0.75559 0.50976 -0.341
O 2.33603 0.49805 1.68227 0.506
F 0.12109 -1.15088 1.04244 -0.020
Cl 0.76817 -1.85515 -1.26038 0.191
H -0.04471 0.13387 -0.40167 0.358
```

- Total charge: +1
- Frontier orbital gap (alpha / beta): 8.969 / 8.970 eV
- DFT total energy: -823.84209 hartree
- HOMO energy (alpha / beta): -0.6126 / -0.6125 hartree
- Relative energy (zero: lowest compared OMol25 entry of this formula, charge and spin): 296.90 kJ/mol
- Strongest force on any atom: 3.34 eV/A

***

(5)
Here is 2 unconnected molecules or ions with the total composition CHClINO in a non-equilibrium geometry from the Open Molecules 2025 dataset. Energies are from ωB97M-V/def2-TZVPD.

```
6
Properties=species:S:1:pos:R:3:mulliken_charge:R:1
C -0.94061 0.41750 0.26430 0.320
N 0.29935 -0.06545 0.04176 -0.304
O -2.04154 -0.07717 0.29102 -0.452
Cl 1.28125 -2.45453 -0.86589 -0.059
I 2.11414 0.61990 0.17830 0.359
H -0.71258 1.55974 0.09051 0.136
```

- Frontier orbital gap (alpha / beta): 6.501 / 6.912 eV
- DFT total energy: -926.41565 hartree
- HOMO energy (alpha / beta): -0.3697 / -0.3620 hartree
- Relative energy (zero: lowest compared OMol25 entry of this formula, charge and spin): 297.56 kJ/mol
- Strongest force on any atom: 1.94 eV/A

***

(6)
Here is a single CHClN2 molecule in a non-equilibrium geometry from the Open Molecules 2025 dataset. Energies are from ωB97M-V/def2-TZVPD.

```
5
Properties=species:S:1:pos:R:3:mulliken_charge:R:1
C 0.22026 -0.28724 0.30879 -0.052
N -0.53719 0.59417 -0.25735 0.366
N -1.35307 1.26157 -0.68361 -0.460
Cl 1.26040 -1.20047 -0.83707 -0.158
H 0.40960 -0.36804 1.46924 0.304
```

- Frontier orbital gap: 8.704 eV
- DFT total energy: -608.32278 hartree
- HOMO energy: -0.3209 hartree
- Relative energy (zero: lowest compared OMol25 entry of this formula, charge and spin): 23.17 kJ/mol
- Strongest force on any atom: 3.00 eV/A

***

(7)
Here is 2 unconnected molecules or ions with the total composition CHClN2O2S in a non-equilibrium geometry from the Open Molecules 2025 dataset. Energies are from ωB97M-V/def2-TZVPD.

```
8
Properties=species:S:1:pos:R:3:mulliken_charge:R:1
C -0.81023 0.98699 1.62097 0.676
N 1.51513 -0.50268 1.51913 -0.428
N -0.71345 1.33673 2.76291 -0.241
O -1.20179 0.87338 0.51384 -0.441
O 2.48360 0.11934 -0.63716 -0.479
S 1.32408 -0.36593 0.04994 0.612
Cl 0.41380 1.45939 4.06550 0.023
H 2.32639 -0.23932 2.03805 0.277
```

- Frontier orbital gap: 10.094 eV
- DFT total energy: -1156.98457 hartree
- HOMO energy: -0.3967 hartree
- Relative energy (zero: lowest compared OMol25 entry of this formula, charge and spin): 80.05 kJ/mol
- Strongest force on any atom: 2.48 eV/A

***

(8)
Here is 2 unconnected molecules or ions with the total composition CHClN3O in a non-equilibrium geometry from the Open Molecules 2025 dataset. Energies are from ωB97M-V/def2-TZVPD.

```
7
Properties=species:S:1:pos:R:3:mulliken_charge:R:1
C 1.23582 0.82687 0.33182 0.133
N -3.11591 -0.07064 -0.36172 -0.310
N -2.12199 0.18531 0.03413 0.845
N 1.41239 -0.30829 0.05075 0.027
O -0.96344 0.03279 0.13703 -0.536
Cl 1.60293 -1.92150 -0.34715 0.350
H 1.95020 1.25546 0.15515 0.490
```

- Total charge: +1
- Frontier orbital gap: 8.963 eV
- DFT total energy: -737.80886 hartree
- HOMO energy: -0.5940 hartree
- Relative energy (zero: lowest compared OMol25 entry of this formula, charge and spin): 683.94 kJ/mol
- Strongest force on any atom: 18.03 eV/A

***

(9)
Here is 2 unconnected molecules or ions with the total composition CHClNP in a non-equilibrium geometry from the Open Molecules 2025 dataset. Energies are from ωB97M-V/def2-TZVPD.

```
5
Properties=species:S:1:pos:R:3:mulliken_charge:R:1
C -1.11073 -0.54734 -0.08243 0.342
N -1.43194 -1.52165 -0.59875 -0.297
P -0.78635 0.90221 0.77729 0.120
Cl 2.85648 0.42503 -0.33354 -0.029
H 0.47255 0.74176 0.23742 -0.136
```

- Frontier orbital gap (alpha / beta): 8.932 / 5.435 eV
- DFT total energy: -894.87205 hartree
- HOMO energy (alpha / beta): -0.4204 / -0.3598 hartree
- Relative energy (zero: lowest compared OMol25 entry of this formula, charge and spin): 239.05 kJ/mol
- Strongest force on any atom: 1.32 eV/A

***

(10)
Here is a molecular structure, CHCrF3NO5S2 in a non-equilibrium geometry from the Open Molecules 2025 dataset. Energies are from ωB97M-V/def2-TZVPD.

```
14
Properties=species:S:1:pos:R:3:mulliken_charge:R:1
O -0.23848 0.78961 -0.36416 -0.781
Cr 1.62308 0.67327 -0.88857 1.765
H 2.38555 0.70801 -3.26504 0.331
N 0.11410 -0.62623 1.77019 -0.456
S 1.22474 -1.68751 0.96842 0.697
O 2.22739 -0.67513 0.31823 -0.749
O 1.91318 -2.31229 2.14218 -0.536
S -0.81620 0.29396 0.94303 1.067
O 2.23545 1.25467 -2.49036 -0.796
O -1.44151 1.33966 1.75221 -0.562
C -2.28285 -0.68618 0.32247 0.664
F -1.92618 -1.46147 -0.69198 -0.224
F -2.74319 -1.44810 1.30440 -0.215
F -3.24633 0.13128 -0.07589 -0.205
```

- Frontier orbital gap (alpha / beta): 5.905 / 7.145 eV
- DFT total energy: -2610.04308 hartree
- HOMO energy (alpha / beta): -0.3520 / -0.3533 hartree
- Expectation value of S²: 3.805
- Spin multiplicity: 4
- Strongest force on any atom: 4.41 eV/A

***

(11)
Here is a molecular structure, CHF2IO in a non-equilibrium geometry from the Open Molecules 2025 dataset. Energies are from ωB97M-V/def2-TZVPD.

```
6
Properties=species:S:1:pos:R:3:mulliken_charge:R:1
C 0.81755 -0.17095 -0.24464 0.469
O 1.75675 0.55201 0.31097 -0.421
F 0.94688 -0.66377 -1.44711 -0.141
F 0.91097 -1.67754 0.58736 -0.449
I 3.55218 0.18467 -0.11325 0.330
H -0.25222 0.08071 0.06132 0.212
```

- Frontier orbital gap: 9.282 eV
- DFT total energy: -611.29495 hartree
- HOMO energy: -0.3766 hartree
- Relative energy (zero: lowest compared OMol25 entry of this formula, charge and spin): 204.77 kJ/mol
- Strongest force on any atom: 5.49 eV/A

***

(12)
Here is 2 unconnected molecules or ions with the total composition CHF2IO in a non-equilibrium geometry from the Open Molecules 2025 dataset. Energies are from ωB97M-V/def2-TZVPD.

```
6
Properties=species:S:1:pos:R:3:mulliken_charge:R:1
C -0.20633 0.70666 -0.25026 0.428
O 1.57881 0.43741 -1.17091 -0.639
F 0.19019 0.57577 1.00926 -0.172
F -0.37380 1.95983 -0.54194 -0.141
I 2.89689 0.12853 0.12822 0.212
H -0.89122 0.12714 -0.81019 0.312
```

- Frontier orbital gap (alpha / beta): 8.334 / 8.334 eV
- DFT total energy: -611.24251 hartree
- HOMO energy (alpha / beta): -0.3180 / -0.3179 hartree
- Relative energy (zero: lowest compared OMol25 entry of this formula, charge and spin): 342.45 kJ/mol
- Strongest force on any atom: 5.44 eV/A